# C4H3N5

A structure of composition C4H3N5 at a distorted geometry (wB97M-V/def2-TZVPD, the Open Molecules 2025 dataset).

Atoms and positions in Å:
C -0.022 -0.183 -0.148
C 1.119 0.387 -0.677
C -0.717 0.439 0.927
C 0.876 2.240 0.597
N -0.915 2.398 2.137
N 1.529 1.627 -0.323
N 0.699 3.812 1.652
N -0.315 3.551 2.241
N -0.225 1.658 1.254
H -0.187 -1.200 -0.543
H 1.792 0.048 -1.423
H -1.627 0.232 1.526

E_LUMO   -0.69 eV
HOMO level   -9.067 eV
Largest force on an atom   0.0954 hartree/bohr
HOMO-LUMO gap   0.3079 Eh
Energy relative to the best compared isomer or geometry (same formula, charge and spin)   51.22 kcal/mol

These are the Mulliken partial charges, in e, on atoms 1 to 2: number 1, C, carries -0.644; number 2, C, carries 0.001



# C4H3NO

An isolated molecule of C4H3NO at a distorted geometry (wB97M-V/def2-TZVPD, the Open Molecules 2025 dataset).

Atoms and positions in Å:
C -1.651 -0.180 0.069
C -0.349 -0.532 -0.250
C 0.646 0.565 -0.060
C 2.011 0.109 0.014
H -2.527 -0.827 0.238
H -1.744 0.909 0.710
H 0.111 -1.505 -0.641
N 3.070 -0.316 0.076
O 0.433 1.778 -0.155

E_LUMO   -1.18 eV
HOMO level   -10.970 eV
Largest force on an atom   0.0761 hartree/bohr
SMILES string   C=CC(=O)C#N
HOMO-LUMO gap   0.3599 Eh
Energy relative to the best compared isomer or geometry (same formula, charge and spin)   27.65 kcal/mol

These are the Mulliken partial charges, in e, on atoms 1 to 2: number 1, C, carries -0.590; number 2, C, carries -0.146